Entry 1:
C24H53CaCl2F2N4O20P4S2 as an isolated structure, computed with wB97M-V/def2-TZVPD.

Geometry as XYZ:
```
112
Properties=species:S:1:pos:R:3
N 1.546 5.447 -1.695
P 0.803 5.767 -2.994
O 1.453 7.100 -3.597
O 1.085 4.463 -4.096
C -0.961 6.008 -2.622
C -0.901 7.357 -1.791
S -1.673 7.402 -0.181
C -1.311 8.462 -2.820
O -1.471 9.609 -2.654
N -1.480 7.792 -4.107
C -1.962 6.508 -3.717
N -3.169 6.811 -2.947
P -2.473 5.437 -5.193
P -2.580 3.321 -4.731
O -3.917 2.803 -5.014
O -1.554 2.616 -5.838
O -2.060 2.970 -3.289
H 2.013 4.550 -1.713
H 1.381 7.144 -4.562
H 0.308 3.893 -4.175
H -1.251 5.215 -1.943
H 0.130 7.633 -1.565
H -2.716 6.584 -0.346
H -0.677 7.793 -4.716
H -3.837 7.324 -3.520
H -3.623 5.951 -2.653
H -3.822 5.758 -5.373
H -1.936 2.834 -6.702
H -2.810 3.112 -2.689
Ca 1.194 2.983 -5.695
Cl -0.205 0.682 -3.654
C 6.954 0.987 -5.486
C 5.969 0.018 -4.868
O 4.709 0.554 -5.318
C 4.937 1.265 -6.429
O 4.062 1.691 -7.138
O 6.240 1.438 -6.655
H 7.895 0.522 -5.763
H 7.157 1.847 -4.848
H 6.074 -0.996 -5.252
H 6.016 -0.010 -3.784
F -3.806 9.437 -2.721
C 1.441 -3.915 1.620
C 1.841 -2.437 1.641
C 1.135 -1.528 2.647
N -0.131 -0.862 2.182
C -1.143 -1.871 1.726
C -2.409 -1.231 1.177
C -2.054 -0.284 0.038
C -1.040 0.752 0.485
C 0.189 0.106 1.082
C -0.654 -0.125 3.395
H 0.509 -4.103 1.088
H 2.217 -4.485 1.110
H 1.341 -4.319 2.628
H 1.791 -2.031 0.629
H 2.898 -2.419 1.919
H 1.799 -0.707 2.914
H 0.889 -2.067 3.563
H -0.678 -2.437 0.919
H -1.348 -2.529 2.569
H -3.076 -2.011 0.808
H -2.960 -0.706 1.956
H -2.953 0.208 -0.338
H -1.639 -0.861 -0.796
H -1.500 1.442 1.196
H -0.736 1.357 -0.373
H 0.864 0.852 1.499
H 0.715 -0.447 0.304
H 0.117 0.567 3.719
H -0.875 -0.871 4.231
H -1.556 0.417 3.129
C 4.763 -4.874 -0.388
C 5.673 -5.976 0.088
O 6.083 -6.646 -1.134
S 6.172 -5.591 -2.316
O 7.518 -5.170 -2.481
O 5.416 -6.075 -3.416
O 5.368 -4.403 -1.611
H 3.766 -5.252 -0.623
H 4.685 -4.067 0.332
H 5.178 -6.664 0.758
H 6.562 -5.578 0.572
C 3.219 -5.341 5.536
C 3.895 -3.990 5.487
O 4.899 -4.193 4.471
C 4.482 -5.202 3.681
O 5.012 -5.494 2.639
O 3.421 -5.816 4.181
H 2.160 -5.279 5.772
H 3.709 -6.058 6.244
H 3.230 -3.182 5.163
H 4.352 -3.712 6.432
C -6.734 -4.356 4.682
O -6.902 -3.752 3.401
P -6.221 -2.235 3.161
O -5.172 -2.419 4.227
O -7.567 -1.472 3.699
C -8.832 -1.723 3.070
O -5.481 -0.799 2.671
C -5.289 0.200 3.678
H -7.416 -5.208 4.707
H -5.719 -4.721 4.815
H -6.988 -3.654 5.475
H -9.425 -2.386 3.700
H -8.723 -2.179 2.087
H -9.356 -0.775 2.961
H -4.384 -0.029 4.241
H -6.137 0.273 4.354
H -5.167 1.153 3.163
F -0.906 -0.967 5.765
Cl 4.135 -7.923 6.939
```

Results
Orbital gap in Ha: 0.0696
Charge: -1
Highest occupied orbital energy in hartree: -0.1629


Entry 2:
One molecule with the formula C4H8OS, computed with wB97M-V/def2-TZVPD.

Geometry as XYZ:
```
14
Properties=species:S:1:pos:R:3
O -0.431 -1.505 -2.546
C 0.387 -1.580 -1.665
C 0.609 -0.617 -0.555
C -0.618 0.180 -0.166
C -0.333 0.642 1.330
S -1.031 2.431 1.617
H 1.164 -2.383 -1.632
H 0.699 -1.346 0.240
H 1.608 -0.177 -0.548
H -1.390 -0.547 0.076
H -0.578 1.002 -0.956
H -0.826 0.093 2.114
H 0.702 0.771 1.658
H 0.036 3.034 1.034
```

Results
Orbital gap in Ha: 0.3614
Highest occupied orbital energy in hartree: -0.3344
Energy relative to the best compared isomer or geometry (same formula, charge and spin) in kcal/mol: 38.3


Entry 3:
One molecule with the formula C4H8N4O2, computed with wB97M-V/def2-TZVPD.

Geometry as XYZ:
```
18
Properties=species:S:1:pos:R:3
C 1.723 -1.554 0.033
N 1.793 -0.153 -0.146
C 3.025 0.582 -0.082
O 4.075 -0.056 -0.086
N 2.713 1.881 0.069
N 1.503 2.025 0.163
N 0.783 0.786 0.035
C -0.578 0.232 -0.237
C -1.472 1.388 0.289
O -1.182 2.493 -0.494
H 1.126 -2.054 -0.760
H 2.774 -1.876 -0.049
H 1.399 -1.819 1.102
H -0.545 -0.705 0.157
H -0.750 0.297 -1.391
H -1.206 1.677 1.425
H -2.500 1.098 0.199
H -0.296 2.869 -0.359
```

Results
Orbital gap (spin up / spin down) in Ha: 0.3289 / 0.3290
Highest occupied orbital energy (spin up / spin down) in hartree: -0.3269 / -0.3269
Energy relative to the best compared isomer or geometry (same formula, charge and spin) in kcal/mol: 85.4


Entry 4:
C4H13NO as an isolated structure, computed with wB97M-V/def2-TZVPD.

Geometry as XYZ:
```
19
Properties=species:S:1:pos:R:3
C -1.922 -1.324 0.880
C -0.353 -1.038 0.685
N -0.105 0.258 -0.045
C 1.207 0.140 0.414
C 2.363 -0.341 -0.431
H -2.248 -0.626 1.643
H -2.491 -1.115 -0.020
H -2.048 -2.363 1.195
H -0.019 -1.900 0.092
H -0.029 -1.187 1.741
H 1.239 3.252 -0.853
H 1.378 0.591 1.403
H 1.800 3.263 -1.337
H 2.208 -1.340 -0.844
H 3.264 -0.318 0.194
H 2.556 0.350 -1.281
H -1.674 0.911 -0.673
H -2.542 1.615 -1.804
O -2.585 1.170 -0.960
```

Results
Orbital gap (spin up / spin down) in Ha: 0.1992 / 0.2375
Charge: -1
Expectation value of S²: 0.75
Highest occupied orbital energy (spin up / spin down) in hartree: -0.0351 / -0.0741
Multiplicity: 2
Energy relative to the best compared isomer or geometry (same formula, charge and spin) in kcal/mol: 63.4


Entry 5:
One molecule with the formula C2H4OS2, computed with wB97M-V/def2-TZVPD.

Geometry as XYZ:
```
9
Properties=species:S:1:pos:R:3
O -0.606 1.506 0.026
C -0.968 0.273 -0.113
S -2.642 -0.019 -0.118
C 0.180 -0.599 0.199
S 1.731 0.195 -0.076
H 0.289 1.677 0.096
H 0.257 -1.658 -0.107
H -0.163 -0.672 1.385
H 1.922 -0.702 -1.292
```

Results
Orbital gap in Ha: 0.3096
Highest occupied orbital energy in hartree: -0.3152
Energy relative to the best compared isomer or geometry (same formula, charge and spin) in kcal/mol: 39.6


Entry 6:
One molecule with the formula C5H6Cl2N4O2, computed with wB97M-V/def2-TZVPD.

Geometry as XYZ:
```
19
Properties=species:S:1:pos:R:3
N -0.773 2.722 -1.358
C 0.450 2.150 -1.344
Cl 1.679 3.162 -1.904
N 0.582 0.992 -0.796
C 1.611 0.067 -0.643
Cl 3.149 0.373 -1.302
C 1.609 -1.024 0.133
C 0.600 -1.548 0.968
C -0.735 -1.409 0.891
N -1.333 -0.616 -0.078
N -1.509 -2.161 1.803
O -0.940 -2.906 2.533
O -2.705 -1.923 1.790
H -0.960 3.656 -1.576
H -1.527 2.297 -0.863
H 2.603 -1.370 0.295
H 0.973 -2.187 1.768
H -0.549 -0.122 -0.498
H -2.226 -0.155 0.181
```

Results
Orbital gap in Ha: 0.2615
Highest occupied orbital energy in hartree: -0.2879
Energy relative to the best compared isomer or geometry (same formula, charge and spin) in kcal/mol: 19.7


Entry 7:
A 2-piece molecular cluster, C4H13NO2 overall, computed with wB97M-V/def2-TZVPD.

Geometry as XYZ:
```
20
Properties=species:S:1:pos:R:3
C 0.013 0.276 2.478
N -0.459 0.825 1.226
C -1.354 0.240 0.247
C -1.278 0.896 -1.121
C -0.065 0.365 -1.990
O 1.109 0.265 -1.217
H 1.004 0.649 2.695
H -0.748 0.401 3.246
H 0.279 -0.806 2.354
H 0.074 1.647 0.993
H -1.198 -0.855 0.113
H -2.361 0.383 0.685
H -2.146 0.510 -1.663
H -1.179 1.990 -1.003
H 0.173 1.148 -2.724
H -0.413 -0.502 -2.555
H 1.003 0.355 -0.266
O 1.699 -2.448 0.125
H 1.047 -2.532 -0.575
H 2.154 -1.612 0.021
```

Results
Orbital gap in Ha: 0.3431
Highest occupied orbital energy in hartree: -0.3120
Energy relative to the best compared isomer or geometry (same formula, charge and spin) in kcal/mol: 36.6


Entry 8:
C26H25BrN3O3Ti as an isolated structure, computed with wB97M-V/def2-TZVPD.

Geometry as XYZ:
```
59
Properties=species:S:1:pos:R:3
Ti 0.485 -0.633 -0.377
C -0.647 -3.596 0.994
O -0.408 -2.186 1.078
C -0.842 -1.537 2.231
C -1.203 -2.202 3.385
C -1.611 -1.461 4.491
C -1.650 -0.080 4.415
C -1.282 0.577 3.244
C -0.870 -0.147 2.140
N -0.461 0.431 0.903
N -0.449 1.774 0.917
C -0.044 2.490 -0.175
C 0.440 1.998 -1.394
O 0.636 0.672 -1.558
C 0.723 2.857 -2.480
C 0.602 4.199 -2.361
C 0.195 4.778 -1.119
C 0.118 6.183 -0.959
C -0.241 6.738 0.239
C -0.542 5.901 1.331
C -0.484 4.538 1.199
C -0.117 3.940 -0.029
H -1.698 -3.806 1.180
H -0.024 -4.123 1.716
H -0.381 -3.892 -0.013
H -1.169 -3.280 3.444
H -1.895 -1.975 5.401
H -1.972 0.500 5.272
H -1.313 1.654 3.162
H 1.057 2.399 -3.404
H 0.825 4.848 -3.200
H 0.357 6.814 -1.807
H -0.290 7.816 0.348
H -0.821 6.338 2.283
H -0.713 3.893 2.038
C -2.865 -3.849 -3.236
C -1.455 -3.349 -3.034
C -0.430 -3.691 -3.931
C 0.859 -3.134 -3.730
C 1.084 -2.370 -2.638
Br 2.792 -1.554 -2.384
N 0.138 -2.090 -1.669
C -1.163 -2.545 -1.968
H -3.001 -4.225 -4.250
H -3.595 -3.055 -3.069
H -3.099 -4.663 -2.546
H -0.627 -4.339 -4.775
H 1.662 -3.300 -4.434
H -1.934 -2.235 -1.276
C 2.943 -2.615 0.978
O 2.934 -1.232 1.357
C 2.131 -0.382 0.748
C 2.548 0.998 1.099
H 3.817 -2.803 0.363
H 2.061 -2.888 0.420
H 3.004 -3.198 1.892
H 3.496 1.001 1.637
H 1.768 1.475 1.710
H 2.624 1.619 0.201
```

Results
Orbital gap (spin up / spin down) in Ha: 0.2025 / 0.2356
Expectation value of S²: 1.19
Highest occupied orbital energy (spin up / spin down) in hartree: -0.1993 / -0.2440
Multiplicity: 2


Entry 9:
A 2-piece molecular cluster, C3H7N3 overall, computed with wB97M-V/def2-TZVPD.

Geometry as XYZ:
```
13
Properties=species:S:1:pos:R:3
C 1.913 -0.619 -1.621
C -1.876 -0.629 -0.498
C -0.156 0.743 0.508
N 3.007 -0.376 -1.446
N 0.548 0.816 1.718
N -0.838 -0.376 0.291
H -2.019 -1.662 -0.810
H -2.187 0.117 -1.259
H 0.878 -0.790 -1.848
H -0.482 1.585 -0.022
H 1.467 0.691 1.641
H 0.350 1.653 2.394
H -0.606 -1.153 0.950
```

Results
Orbital gap in Ha: 0.2904
Highest occupied orbital energy in hartree: -0.2564
Energy relative to the best compared isomer or geometry (same formula, charge and spin) in kcal/mol: 80.8


Entry 10:
C4H2HoO2 as an isolated structure, computed with wB97M-V/def2-TZVPD.

Geometry as XYZ:
```
9
Properties=species:S:1:pos:R:3
O 0.561 2.311 0.763
C 0.576 1.144 0.610
C 0.655 -0.170 0.378
C 1.567 -1.006 1.079
H 1.325 -2.049 1.286
H 2.622 -0.682 1.045
O -2.675 0.395 -2.012
C -3.231 1.156 -2.645
Ho -1.400 -1.099 -0.505
```

Results
Orbital gap (spin up / spin down) in Ha: 0.2210 / 0.3308
Charge: +2
Expectation value of S²: 8.75
Highest occupied orbital energy (spin up / spin down) in hartree: -0.5976 / -0.7068
Multiplicity: 6


Entry 11:
C3H10N2O3 as an isolated structure, computed with wB97M-V/def2-TZVPD.

Geometry as XYZ:
```
18
Properties=species:S:1:pos:R:3
C 1.294 0.299 -0.374
C 2.418 0.686 0.560
O 0.755 1.438 -0.966
H -0.021 1.162 -1.477
H 1.589 -0.440 -1.129
H 0.719 -0.631 0.418
H 2.823 -0.191 1.066
H 2.043 1.389 1.306
H 3.224 1.163 0.001
N -1.439 -0.275 -0.463
N -2.742 0.130 -0.186
C -0.618 -0.189 0.699
O -1.351 -1.588 -1.036
O -0.325 -1.274 1.360
H -1.163 -2.167 -0.269
H -3.228 0.271 -1.064
H -3.241 -0.566 0.370
H -0.738 0.782 1.184
```

Results
Orbital gap in Ha: 0.3505
Highest occupied orbital energy in hartree: -0.3294
Energy relative to the best compared isomer or geometry (same formula, charge and spin) in kcal/mol: 146.3


Entry 12:
C4H10NO as an isolated structure, computed with wB97M-V/def2-TZVPD.

Geometry as XYZ:
```
16
Properties=species:S:1:pos:R:3
C 0.351 -1.452 -0.084
C 0.762 0.015 -0.340
C -0.951 0.199 0.525
C 1.965 0.479 0.290
N -2.108 0.619 -0.280
O -0.960 -1.222 0.484
H 0.276 -2.103 -0.862
H 1.020 -1.896 0.659
H 0.598 0.398 -1.309
H -1.057 0.765 1.424
H 2.862 0.183 -0.330
H 2.039 0.037 1.226
H 2.119 1.607 0.403
H -2.867 -0.117 -0.354
H -1.773 0.838 -1.286
H -2.277 1.650 -0.166
```

Results
Orbital gap in Ha: 0.3881
Charge: +1
Highest occupied orbital energy in hartree: -0.5282
Energy relative to the best compared isomer or geometry (same formula, charge and spin) in kcal/mol: 75.5


Q: Number 11 is which compound?
A: C3H10N2O3


Please write out number 8 again, unchanged.
C26H25BrN3O3Ti as an isolated structure, computed with wB97M-V/def2-TZVPD.

Geometry as XYZ:
```
59
Properties=species:S:1:pos:R:3
Ti 0.485 -0.633 -0.377
C -0.647 -3.596 0.994
O -0.408 -2.186 1.078
C -0.842 -1.537 2.231
C -1.203 -2.202 3.385
C -1.611 -1.461 4.491
C -1.650 -0.080 4.415
C -1.282 0.577 3.244
C -0.870 -0.147 2.140
N -0.461 0.431 0.903
N -0.449 1.774 0.917
C -0.044 2.490 -0.175
C 0.440 1.998 -1.394
O 0.636 0.672 -1.558
C 0.723 2.857 -2.480
C 0.602 4.199 -2.361
C 0.195 4.778 -1.119
C 0.118 6.183 -0.959
C -0.241 6.738 0.239
C -0.542 5.901 1.331
C -0.484 4.538 1.199
C -0.117 3.940 -0.029
H -1.698 -3.806 1.180
H -0.024 -4.123 1.716
H -0.381 -3.892 -0.013
H -1.169 -3.280 3.444
H -1.895 -1.975 5.401
H -1.972 0.500 5.272
H -1.313 1.654 3.162
H 1.057 2.399 -3.404
H 0.825 4.848 -3.200
H 0.357 6.814 -1.807
H -0.290 7.816 0.348
H -0.821 6.338 2.283
H -0.713 3.893 2.038
C -2.865 -3.849 -3.236
C -1.455 -3.349 -3.034
C -0.430 -3.691 -3.931
C 0.859 -3.134 -3.730
C 1.084 -2.370 -2.638
Br 2.792 -1.554 -2.384
N 0.138 -2.090 -1.669
C -1.163 -2.545 -1.968
H -3.001 -4.225 -4.250
H -3.595 -3.055 -3.069
H -3.099 -4.663 -2.546
H -0.627 -4.339 -4.775
H 1.662 -3.300 -4.434
H -1.934 -2.235 -1.276
C 2.943 -2.615 0.978
O 2.934 -1.232 1.357
C 2.131 -0.382 0.748
C 2.548 0.998 1.099
H 3.817 -2.803 0.363
H 2.061 -2.888 0.420
H 3.004 -3.198 1.892
H 3.496 1.001 1.637
H 1.768 1.475 1.710
H 2.624 1.619 0.201
```

Results
Orbital gap (spin up / spin down) in Ha: 0.2025 / 0.2356
Expectation value of S²: 1.19
Highest occupied orbital energy (spin up / spin down) in hartree: -0.1993 / -0.2440
Multiplicity: 2